# 1
Below is C27H38N2O10SbZr as an isolated structure, with properties calculated with ωB97M-V with the def2-TZVPD basis set.

Last column: Mulliken charge in e.
Element x y z (Å)
Zr  -0.178  -0.146  -0.457  0.725
O  -3.789  2.309  0.834  -0.507
C  -2.631  1.695  0.735  0.167
O  -2.083  1.431  -0.318  0.028
C  -1.988  1.340  2.030  -0.004
C  -2.556  1.526  3.278  -0.848
C  -1.827  1.116  4.385  -1.115
C  -0.572  0.557  4.198  -1.163
C  -0.089  0.424  2.904  1.181
N  -0.790  0.803  1.845  1.588
C  1.241  -0.132  2.505  -0.009
O  2.127  -0.487  3.414  -0.463
O  1.512  -0.245  1.327  -0.320
H  -4.143  2.484  -0.053  0.430
H  -3.538  1.965  3.373  0.639
H  -2.233  1.224  5.380  0.494
H  -0.003  0.231  5.058  0.389
H  1.813  -0.361  4.319  0.320
O  3.269  -5.410  -0.002  -0.525
C  2.544  -4.300  -0.179  1.055
C  2.955  -3.247  -1.000  -0.595
C  2.121  -2.160  -1.116  -0.203
N  0.951  -2.101  -0.492  0.756
C  0.589  -3.066  0.352  0.446
C  1.352  -4.190  0.545  -0.910
C  -0.617  -2.671  1.182  0.198
O  -0.932  -3.288  2.169  -0.683
O  -1.163  -1.557  0.755  -0.667
C  2.490  -0.852  -1.787  0.097
O  3.587  -0.686  -2.259  -0.696
O  1.535  0.037  -1.686  -0.295
H  4.076  -5.388  -0.530  0.321
H  3.909  -3.239  -1.512  0.489
H  1.053  -4.950  1.253  0.600
C  4.061  2.812  0.097  -1.328
C  3.037  3.371  -0.885  0.454
C  3.294  2.864  -2.302  -1.122
Sb  1.016  2.864  -0.311  0.108
C  -0.143  4.053  -1.723  0.459
C  0.599  5.293  -2.220  -1.592
C  -0.609  3.185  -2.892  -1.256
C  0.665  4.037  1.497  0.802
C  0.762  5.546  1.307  -1.624
C  1.561  3.586  2.650  -1.387
H  5.067  3.082  -0.233  0.475
H  4.014  1.721  0.136  0.205
H  3.931  3.201  1.106  0.231
H  3.061  4.463  -0.873  0.498
H  3.256  1.777  -2.355  -0.013
H  4.291  3.175  -2.625  0.501
H  2.577  3.261  -3.020  0.172
H  -1.020  4.361  -1.143  0.495
H  1.458  5.015  -2.830  0.272
H  0.955  5.933  -1.416  0.289
H  -0.063  5.891  -2.853  0.473
H  0.236  2.827  -3.481  0.264
H  -1.252  3.767  -3.558  0.565
H  -1.184  2.322  -2.543  0.027
H  -0.375  3.784  1.737  0.110
H  1.740  5.837  0.919  0.331
H  0.627  6.053  2.267  0.445
H  -0.001  5.922  0.627  0.385
H  2.568  3.988  2.538  0.433
H  1.657  2.501  2.716  0.251
H  1.172  3.953  3.604  0.419
C  -2.240  -2.566  -2.748  -1.556
C  -2.001  -1.088  -3.030  1.584
C  -1.205  -0.891  -4.314  -1.440
C  -3.313  -0.315  -3.069  -1.475
O  -1.224  -0.569  -1.957  -0.505
H  -2.867  -3.006  -3.524  0.482
H  -2.736  -2.688  -1.784  0.316
H  -1.289  -3.101  -2.724  0.285
H  -1.748  -1.299  -5.167  0.454
H  -0.243  -1.398  -4.236  0.310
H  -1.024  0.170  -4.489  0.257
H  -3.931  -0.649  -3.902  0.475
H  -3.113  0.751  -3.189  0.230
H  -3.866  -0.472  -2.140  0.324

As for the energy above the lowest of the compared OMol25 structures with the same formula, charge and spin: 0.0510 eV. The calculation puts the LUMO energy at -4.0 eV. As for the net charge: +1. As for the calculated total energy: -59890.8863 eV. The calculation puts the strongest force on any atom at 0.5 eV/A. The calculation puts the gap between HOMO and LUMO at 0.259 Eh. Its highest occupied orbital energy is -11.073 eV. Its multiplicity is 1.

# 2
Below is a single C27H38N4O4S molecule, with properties calculated with ωB97M-V with the def2-TZVPD basis set.

Last column: natural (NBO) charge in e.
Element x y z (Å)
C  -2.028  6.012  -1.066  -0.610
H  -1.793  5.124  -1.648  0.208
C  -1.383  5.932  0.314  -0.413
H  -0.299  5.955  0.197  0.233
H  -1.679  6.799  0.907  0.200
C  -1.740  4.659  1.102  0.129
N  -1.344  3.479  0.333  -0.639
C  -0.091  3.182  -0.046  0.695
O  0.881  3.885  0.149  -0.650
C  -0.034  1.783  -0.693  -0.175
N  0.056  0.830  0.425  -0.414
C  -1.082  0.299  0.893  0.682
O  -2.186  0.655  0.494  -0.680
C  -0.978  -0.811  1.944  -0.318
N  -1.987  -1.807  1.666  -0.593
C  -1.716  -2.804  0.785  0.662
O  -0.593  -3.024  0.360  -0.641
C  -2.855  -3.655  0.419  -0.329
C  -2.796  -4.744  -0.407  -0.177
C  -4.043  -5.371  -0.584  -0.264
C  -5.038  -4.753  0.107  -0.386
S  -4.474  -3.394  0.987  0.438
H  -6.077  -5.012  0.155  0.239
H  -4.196  -6.241  -1.196  0.229
H  -1.877  -5.069  -0.861  0.242
H  -2.946  -1.517  1.786  0.405
H  -1.159  -0.387  2.936  0.226
H  -0.013  -1.313  1.921  0.251
C  1.372  0.546  0.954  -0.235
H  1.998  1.413  0.737  0.229
H  1.316  0.437  2.040  0.218
C  1.980  -0.742  0.356  -0.259
N  2.664  -1.486  1.400  -0.459
C  2.680  -2.928  1.202  -0.258
C  3.701  -3.355  0.142  -0.089
O  4.999  -2.898  0.471  -0.531
C  5.023  -1.494  0.610  -0.090
C  4.016  -1.018  1.667  -0.248
H  4.016  0.071  1.720  0.198
H  4.312  -1.421  2.640  0.200
H  6.041  -1.236  0.904  0.194
H  4.803  -1.021  -0.361  0.159
H  3.771  -4.442  0.085  0.194
H  3.405  -2.961  -0.842  0.158
H  1.681  -3.263  0.922  0.235
H  2.954  -3.381  2.160  0.193
H  1.171  -1.368  -0.027  0.236
H  2.627  -0.483  -0.492  0.191
C  1.049  1.500  -1.703  0.021
C  2.241  2.206  -1.784  -0.232
C  3.209  1.842  -2.704  -0.211
C  3.021  0.764  -3.558  0.000
C  1.823  0.063  -3.479  -0.223
C  0.851  0.427  -2.569  -0.203
H  -0.071  -0.136  -2.517  0.214
H  1.653  -0.777  -4.137  0.211
C  4.068  0.370  -4.555  -0.631
H  5.031  0.807  -4.302  0.216
H  3.786  0.719  -5.548  0.222
H  4.171  -0.712  -4.599  0.218
H  4.131  2.405  -2.751  0.209
H  2.409  3.051  -1.136  0.254
H  -1.002  1.591  -1.171  0.247
H  -2.045  2.753  0.241  0.432
C  -0.997  4.665  2.443  -0.618
H  -1.220  3.757  3.001  0.203
H  -1.299  5.524  3.037  0.208
H  0.075  4.715  2.272  0.236
C  -3.244  4.547  1.347  -0.618
H  -3.605  5.431  1.867  0.218
H  -3.783  4.449  0.409  0.214
H  -3.459  3.674  1.959  0.213
H  -3.109  6.109  -0.995  0.198
H  -1.646  6.878  -1.599  0.214

As for the energy above the lowest of the compared OMol25 structures with the same formula, charge and spin: 0.0136 eV. The calculation puts the LUMO energy at 0.3 eV. As for the calculated total energy: -53602.9143 eV. The calculation puts the strongest force on any atom at 0.7 eV/A. The calculation puts the gap between HOMO and LUMO at 0.307 Eh. As for the SMILES: CCC(C)(C)NC(=O)[C@@H](c1ccc(C)cc1)N(CCN1CCOCC1)C(=O)CNC(=O)c1cccs1. Its highest occupied orbital energy is -8.017 eV. Its multiplicity is 1.